[1]
C13H20NReS4Se as an isolated structure in a non-equilibrium geometry, computed with wB97M-V/def2-TZVPD.

Properties
- total charge = +3
- expectation value of S² = 0.93
- gap between HOMO and LUMO (alpha / beta) (eV) = 5.49 / 5.91
- multiplicity = 2
- ΔE to the lowest compared entry with this formula, charge and spin (kcal/mol) = 9.4
- HOMO (alpha / beta) (Eh) = -0.6552 / -0.6585

Geometry (Å):
Re (-0.05947, 0.02878, -0.04735)
Se (1.98995, -0.95015, 0.46754)
S (-0.24830, 2.35989, -0.40901)
S (-2.03696, -1.25170, -0.24710)
S (-0.02341, -0.06684, -2.48516)
S (-0.93646, 0.53222, 2.16682)
N (5.97762, -2.89785, 1.70098)
C (4.92841, -3.65294, 1.35872)
C (4.67592, -0.91119, 1.32447)
C (3.69502, -3.13227, 0.98221)
C (-0.44845, 1.63150, -3.02773)
C (-1.16556, 2.46739, -1.98679)
C (-3.23942, -0.33900, 0.78373)
C (-1.46538, -1.10381, -2.90060)
C (-2.63471, -0.96160, -1.94970)
C (5.84790, -1.56691, 1.68462)
C (3.62062, -1.74577, 0.98173)
C (-1.46390, 2.94478, 0.82341)
C (-1.10741, 2.34831, 2.16823)
C (-2.64323, -0.13634, 2.16178)
H (-1.06983, -2.12105, -2.90486)
H (-3.39207, -1.71858, -2.15960)
H (0.50743, 2.07491, -3.30971)
H (-1.84932, 2.60796, 2.92543)
H (-3.26373, 0.53575, 2.75660)
H (2.86841, -3.77579, 0.71644)
H (5.07227, -4.72545, 1.38107)
H (-1.75770, -0.86473, -3.92463)
H (-1.39318, 4.03313, 0.85747)
H (-0.14004, 2.70640, 2.52497)
H (-3.47405, 0.59619, 0.27650)
H (4.61281, 0.16769, 1.31637)
H (-1.04725, 1.54843, -3.93606)
H (-2.56859, -1.07704, 2.70889)
H (-2.46151, 2.66935, 0.48213)
H (-2.18773, 2.13798, -1.80363)
H (-3.10271, 0.02182, -1.98856)
H (-4.14863, -0.93938, 0.85050)
H (-1.18465, 3.51534, -2.29184)
H (6.71728, -0.98944, 1.97170)

=====

[2]
An isolated ion of composition C13H21BNO5 and charge -1 in a non-equilibrium geometry, computed with wB97M-V/def2-TZVPD.

Properties
- total charge = -1
- gap between HOMO and LUMO (eV) = 7.25
- HOMO (Eh) = -0.1736

Geometry (Å):
O (2.33532, -3.58173, 0.34759)
O (3.05874, -2.34252, 2.36314)
O (3.56820, -4.71244, 2.16686)
O (4.68949, -3.24769, 0.76938)
O (0.65475, 1.57058, -3.10907)
N (-1.35952, 1.57352, -0.10314)
C (0.36940, 1.40467, -1.72215)
C (0.95809, -1.09966, -1.99504)
C (1.67155, 0.06302, -0.03338)
C (-3.60207, 0.58890, 0.05789)
C (2.82012, -1.08499, 1.85142)
C (1.94809, -2.34814, -0.15756)
C (1.00363, 0.12162, -1.26800)
C (1.42831, -2.28731, -1.45239)
C (-3.31552, 3.12525, -0.19232)
C (-2.71871, 1.84228, 0.40006)
C (-2.64907, 1.97351, 1.91784)
C (2.14904, -1.13390, 0.50998)
C (-1.11927, 1.60376, -1.53099)
B (3.37045, -3.43754, 1.44400)
H (3.73659, -0.54334, 1.84033)
H (-3.88725, 0.58027, -0.98785)
H (-2.31955, 1.04772, 2.29997)
H (0.96874, 2.20894, -1.22441)
H (-3.02910, -0.36851, 0.25423)
H (1.65323, -3.08776, -2.16477)
H (-2.02837, 2.78665, 2.39320)
H (-3.38525, 2.93654, -1.30559)
H (0.21908, 0.86608, -3.62200)
H (-0.98337, 0.76141, 0.39209)
H (0.63138, -1.06551, -3.01860)
H (-4.28090, 3.42925, 0.31614)
H (-1.40719, 2.63215, -1.87763)
H (-1.66726, 0.87611, -2.17401)
H (2.29884, -0.56266, 2.61413)
H (1.75318, 0.93743, 0.64968)
H (-2.65224, 3.96555, -0.12184)
H (2.74478, -4.95835, 2.62609)
H (-4.55667, 0.66341, 0.59535)
H (-3.65926, 2.13728, 2.22667)
H (4.58957, -3.83386, 0.02467)